C2H4IOPS as an isolated structure, computed with ωB97M-V/def2-TZVPD.

The geometry in XYZ format:
```
10
Properties=species:S:1:pos:R:3:nbo_charge:R:1
C -0.1585 -0.1590 0.3902 -0.4988
C -0.1230 0.9574 1.3537 -0.7059
O 0.8463 -2.0863 -0.9657 -0.9687
P 1.3450 -0.8913 -0.2837 1.2066
S 0.2040 -1.1850 -3.5164 -0.3618
I -0.7442 0.5069 -2.2763 0.3952
H -1.0299 -0.8124 0.4151 0.2248
H -0.0717 0.5233 2.3593 0.2496
H -1.0233 1.5669 1.3176 0.2345
H 0.7553 1.5795 1.2062 0.2245
```

Kohn-Sham gap (alpha / beta) (eV): 6.1377 / 6.1447
Largest force on an atom (eV/Å): 2.0
Highest occupied orbital energy (alpha / beta) (eV): -8.388 / -8.390
Electronic energy (Eh): -1190.9789
Relative energy (zero: lowest compared OMol25 entry of this formula, charge and spin) (kJ/mol): 103.28

C2H4KLiO as an isolated structure, computed with ωB97M-V/def2-TZVPD.

The geometry in XYZ format:
```
9
Properties=species:S:1:pos:R:3:lowdin_spin:R:1
O 0.3309 -1.0701 -0.2319 0.0394
K 2.8487 -0.5742 0.0066 0.0185
C -0.6501 -0.2503 0.1105 0.2273
C -0.4354 1.1711 -0.2079 0.4981
H -1.6356 -0.7110 0.1815 0.0339
H 0.2367 1.3105 -1.0492 0.0604
H -0.7283 2.1575 0.1312 0.0363
Li 1.0079 -2.7495 0.1689 0.0144
H -0.9746 0.7160 0.8903 0.0718
```

Charge: +1
Kohn-Sham gap (alpha / beta) (eV): 4.0246 / 6.0096
Largest force on an atom (eV/Å): 3.9
Highest occupied orbital energy (alpha / beta) (eV): -9.011 / -11.216
Electronic energy (Eh): -760.9228
2S+1: 2

C2H4LiNaO as an isolated structure, computed with ωB97M-V/def2-TZVPD.

The geometry in XYZ format:
```
9
Properties=species:S:1:pos:R:3:lowdin_spin:R:1
O -0.7121 0.7439 -0.9457 0.1412
Na -1.2139 -1.2021 -1.8547 0.0189
Li -1.6126 2.2630 -1.1033 0.0110
C 0.5235 0.2808 0.1019 0.0878
C 0.3529 -0.8829 0.9413 0.6442
H 0.5408 1.1835 0.7469 0.0212
H 1.4264 0.1947 -0.5272 0.0016
H -0.2861 -0.8133 1.8279 0.0347
H 0.9810 -1.7676 0.8131 0.0393
```

Charge: +1
Kohn-Sham gap (alpha / beta) (eV): 8.0554 / 8.4943
Largest force on an atom (eV/Å): 2.8
Highest occupied orbital energy (alpha / beta) (eV): -12.083 / -13.061
Electronic energy (Eh): -323.4184
Relative energy (zero: lowest compared OMol25 entry of this formula, charge and spin) (kJ/mol): 0.00
2S+1: 2

C2H4LiO2Yb as an isolated structure, computed with ωB97M-V/def2-TZVPD.

The geometry in XYZ format:
```
10
Properties=species:S:1:pos:R:3:nbo_charge:R:1
O 2.3426 0.1380 0.2456 -1.2924
C 0.9038 -1.8591 -0.2428 -0.4075
C -0.3836 -1.5961 0.1945 -0.0221
O -0.5805 -0.9614 1.4071 -1.0951
H 3.0779 -0.3152 0.6606 0.4778
H 1.6216 -2.1650 0.5289 0.2165
H 1.0578 -1.8671 -1.3241 0.2273
H -1.1924 -2.2594 -0.1385 0.1707
Li -2.4785 -0.6563 1.5609 0.9669
Yb 0.6630 1.1599 1.1009 1.7578
```

Charge: +1
Kohn-Sham gap (eV): 5.4567
Largest force on an atom (eV/Å): 2.7
Highest occupied orbital energy (eV): -10.495
Electronic energy (Eh): -1395.0263
Relative energy (zero: lowest compared OMol25 entry of this formula, charge and spin) (kJ/mol): 143.45

C2H4LiO4Pb as an isolated structure, computed with ωB97M-V/def2-TZVPD.

The geometry in XYZ format:
```
12
Properties=species:S:1:pos:R:3:nbo_charge:R:1
O 0.5869 0.0965 0.7393 0.0815
C -1.5200 1.8598 -0.9206 0.3310
H -0.9620 2.5084 -1.6168 0.2102
H -1.9958 2.3731 -0.0651 0.1670
C 2.2021 -1.4759 -0.4454 0.3842
O 1.2565 -1.5889 0.3172 -0.2551
O -1.6585 0.5623 -1.1546 -0.6913
Li -2.0924 -0.7228 0.1761 0.9714
H 2.6310 -2.4043 -0.8493 0.2893
H 2.4000 -0.5064 -0.9314 0.2588
Pb -0.3265 -0.5514 3.3973 1.8798
O -0.5213 -0.1503 1.3533 -0.6267
```

Charge: +3
Kohn-Sham gap (alpha / beta) (eV): 5.8915 / 5.8930
Largest force on an atom (eV/Å): 6.3
Highest occupied orbital energy (alpha / beta) (eV): -21.752 / -21.753
Electronic energy (Eh): -578.5130

C2H4N2 as an isolated structure, computed with ωB97M-V/def2-TZVPD.

The geometry in XYZ format:
```
8
Properties=species:S:1:pos:R:3:nbo_charge:R:1
C -0.4555 0.8745 -0.2316 -0.1516
C 0.4609 -0.9144 0.0979 -0.1346
N -0.3717 -0.1193 0.8865 -0.2400
N -0.8346 -0.4602 -0.3556 -0.2503
H -1.2701 1.5535 0.0850 0.1999
H 0.4493 1.4410 -0.6342 0.1969
H 1.3801 -0.3812 -0.3063 0.1741
H 0.6415 -1.9938 0.4582 0.2057
```

Kohn-Sham gap (eV): 10.7190
Largest force on an atom (eV/Å): 5.3
Highest occupied orbital energy (eV): -9.547
Electronic energy (Eh): -187.9736
Relative energy (zero: lowest compared OMol25 entry of this formula, charge and spin) (kJ/mol): 379.90